(1)
C20H20N4 | wB97M-V/def2-TZVPD

XYZ file:
```
44
Properties=species:S:1:pos:R:3
C -2.243 -4.537 1.131
C -1.547 -3.944 -0.107
C -0.644 -4.735 -0.835
C -0.021 -4.184 -1.967
C -0.344 -2.882 -2.394
C -1.175 -2.055 -1.635
C -1.451 -0.622 -1.961
N -0.840 0.263 -0.935
N -1.423 0.564 0.290
C -0.577 1.372 0.904
N -0.990 2.027 2.097
C -2.109 1.719 2.848
C -2.237 2.690 3.825
C -1.198 3.680 3.639
C -0.460 3.215 2.586
C 0.681 1.530 0.120
C 1.977 2.129 0.173
C 2.570 2.818 1.385
C 2.847 2.014 -0.923
C 2.423 1.351 -2.042
C 3.352 1.267 -3.199
N 1.218 0.746 -2.108
C 0.402 0.848 -1.038
C -1.790 -2.609 -0.491
H -2.062 -3.916 2.030
H -1.829 -5.542 1.334
H -3.338 -4.655 1.022
H -0.307 -5.706 -0.474
H 0.715 -4.737 -2.535
H 0.184 -2.435 -3.213
H -1.065 -0.330 -2.934
H -2.513 -0.443 -2.055
H -2.834 0.920 2.700
H -3.026 2.675 4.590
H -1.073 4.586 4.229
H 0.422 3.694 2.157
H 3.637 2.728 1.398
H 2.226 2.362 2.305
H 2.310 3.870 1.431
H 3.827 2.471 -0.937
H 2.864 0.761 -4.037
H 3.604 2.266 -3.550
H 4.254 0.717 -2.939
H -2.419 -1.952 0.118
```

The value obtained for the orbital gap is 8.54 eV.



(2)
C4H5FO | wB97M-V/def2-TZVPD

XYZ file:
```
11
Properties=species:S:1:pos:R:3
C -0.567 -1.283 0.152
C 0.169 -0.149 -0.042
C 1.607 -0.008 0.020
O 2.125 1.030 0.344
C -0.756 1.016 -0.213
F -1.923 0.787 0.343
H -1.593 -1.198 0.317
H 0.009 -2.240 0.243
H 2.113 -1.052 0.010
H -0.290 1.935 0.170
H -0.895 1.160 -1.344
```

The value obtained for the orbital gap is 10.15 eV.



(3)
C4H8N2 | wB97M-V/def2-TZVPD

XYZ file:
```
14
Properties=species:S:1:pos:R:3
C 0.463 -0.140 -1.628
C 0.110 -1.482 -1.000
N -0.071 -1.477 0.461
C 0.073 -0.412 1.062
C 0.188 0.769 1.628
N -0.851 1.744 1.649
H 0.541 -0.241 -2.714
H 1.418 0.238 -1.246
H -0.299 0.616 -1.406
H -0.826 -1.870 -1.418
H 0.880 -2.229 -1.221
H 1.151 1.081 2.019
H -1.695 1.382 1.217
H -1.082 2.021 2.597
```

The value obtained for the orbital gap is 8.91 eV.



(4)
C22H64N4O10 | wB97M-V/def2-TZVPD

XYZ file:
```
100
Properties=species:S:1:pos:R:3
N -2.883 16.780 30.438
C -2.347 16.910 31.617
N -1.016 17.167 31.577
O -3.056 16.899 32.812
H -3.826 16.319 30.494
H -2.316 16.557 29.605
H -0.540 16.990 32.457
H -0.466 17.113 30.714
N -2.640 10.051 35.540
C -1.474 9.501 35.900
N -0.508 9.810 35.036
O -1.388 8.450 36.805
H -3.562 9.739 35.939
H -2.732 10.885 34.878
H 0.386 9.437 35.371
H -0.629 10.549 34.383
C 3.868 15.867 31.989
C 2.575 15.207 31.538
C 1.556 15.189 32.670
O 1.980 15.740 30.551
H 4.459 15.664 31.131
H 4.239 15.463 32.904
H 3.727 16.940 32.142
H 2.935 14.299 31.109
H 0.727 14.543 32.376
H 1.320 16.151 33.048
H 2.006 14.664 33.549
H 2.292 15.456 29.716
C 0.950 12.545 30.030
C -0.006 12.794 28.959
C -0.791 14.098 29.237
O 0.525 12.833 27.873
H 1.870 13.043 29.790
H 1.111 11.501 29.952
H 0.565 12.841 31.002
H -0.541 11.787 29.021
H -1.313 14.011 30.106
H -1.256 14.421 28.316
H -0.092 14.886 29.392
H -0.073 12.678 27.134
C -0.856 13.121 34.213
C -2.368 13.187 33.788
C -2.414 13.644 32.363
O -3.064 12.160 33.940
H -0.412 12.540 33.481
H -0.556 12.809 35.213
H -0.481 14.103 34.057
H -2.819 13.903 34.440
H -1.824 14.517 32.225
H -3.390 13.863 32.032
H -2.025 12.799 31.733
H -3.956 12.445 33.989
C 3.000 11.915 34.419
C 2.514 11.569 33.001
C 3.859 11.579 32.186
O 1.976 10.508 32.896
H 3.361 12.949 34.110
H 3.803 11.190 34.781
H 2.180 12.037 35.086
H 1.810 12.223 32.540
H 4.565 10.830 32.530
H 4.331 12.598 32.281
H 3.846 11.290 31.145
H 1.924 10.353 31.953
C -4.248 15.873 27.927
C -5.235 15.315 28.940
C -4.779 13.986 29.274
O -5.428 15.964 30.029
H -4.380 15.287 26.991
H -3.184 15.922 28.123
H -4.493 16.923 27.613
H -6.173 15.035 28.438
H -5.394 13.434 30.001
H -3.735 13.934 29.609
H -4.745 13.396 28.393
H -6.177 16.518 29.835
C -3.365 10.585 30.416
C -2.257 9.626 30.797
C -1.283 10.169 31.921
O -2.601 8.457 30.962
H -4.223 10.128 29.949
H -3.186 11.441 29.743
H -3.726 11.050 31.293
H -1.629 9.575 29.882
H -1.953 10.373 32.713
H -0.917 11.121 31.674
H -0.502 9.367 32.183
H -2.247 8.039 30.246
C -6.056 15.502 32.887
O -5.094 15.284 33.842
H -6.007 14.838 32.054
H -5.974 16.496 32.446
H -7.030 15.480 33.310
H -4.312 15.744 33.591
C -5.994 11.791 32.650
O -5.823 12.413 33.866
H -7.078 11.707 32.573
H -5.639 10.749 32.851
H -5.617 12.345 31.805
H -6.225 13.258 33.806
```

The value obtained for the orbital gap is 8.17 eV.



(5)
CHCl2NO | wB97M-V/def2-TZVPD

XYZ file:
```
6
Properties=species:S:1:pos:R:3
O -0.515 -0.768 2.633
N 0.122 0.057 2.060
C 0.384 0.788 1.179
Cl 1.436 1.892 0.545
Cl -1.331 0.985 -0.632
H -2.492 0.954 -0.295
```

The value obtained for the orbital gap (spin up / spin down) is 9.55 / 9.55 eV.



(6)
C3H3NO2 | wB97M-V/def2-TZVPD

XYZ file:
```
9
Properties=species:S:1:pos:R:3
N -1.453 -0.875 -1.843
C -0.689 -0.791 -0.978
C 0.260 -0.490 0.120
O 1.571 -0.343 -0.309
C -0.363 0.743 0.793
O 0.244 1.752 1.027
H 0.251 -1.311 0.849
H 1.614 0.391 -0.939
H -1.448 0.614 0.987
```

The value obtained for the orbital gap is 11.20 eV.



(7)
C14H27Cl14NO | wB97M-V/def2-TZVPD

XYZ file:
```
57
Properties=species:S:1:pos:R:3
Cl -1.265 2.306 -6.568
C -0.319 1.077 -5.781
Cl -0.467 -0.434 -6.660
Cl 1.373 1.554 -5.725
Cl -0.851 0.807 -4.089
C 0.973 -4.111 0.576
N 1.124 -3.018 1.523
C 2.465 -2.788 2.036
C 0.113 -2.162 1.753
O 0.202 -1.226 2.537
H 0.024 -4.025 0.047
H 1.066 -5.064 1.092
H 1.719 -4.039 -0.220
H 2.495 -1.818 2.530
H 2.748 -3.565 2.742
H 3.139 -2.704 1.183
H -0.758 -2.319 1.107
Cl 2.884 -0.412 4.189
C 2.159 0.987 3.319
C 2.755 2.250 3.937
Cl 2.022 3.669 3.157
H 1.077 0.944 3.343
H 2.542 0.950 2.302
H 3.821 2.286 3.723
H 2.645 2.288 5.018
Cl -1.555 2.237 3.178
C -2.216 0.740 3.881
C -2.866 -0.149 2.829
Cl -3.509 -1.640 3.634
H -3.018 0.978 4.578
H -1.396 0.257 4.400
H -2.127 -0.547 2.141
H -3.673 0.327 2.284
Cl 1.339 0.378 -0.300
C -0.132 1.121 0.396
C -1.352 1.003 -0.517
Cl -1.733 -0.736 -0.715
H 0.078 2.183 0.498
H -0.358 0.657 1.347
H -1.071 1.490 -1.453
H -2.231 1.561 -0.207
Cl 4.661 0.667 0.548
C 4.595 1.213 -1.138
C 4.731 -0.008 -2.038
Cl 4.601 0.429 -3.786
H 5.398 1.904 -1.378
H 3.628 1.672 -1.314
H 3.904 -0.692 -1.857
H 5.654 -0.573 -1.969
Cl -6.751 0.726 -5.607
C -6.358 0.406 -3.870
C -4.861 0.548 -3.633
Cl -4.637 1.022 -1.925
H -6.699 -0.612 -3.690
H -6.974 1.048 -3.251
H -4.425 1.328 -4.252
H -4.334 -0.369 -3.882
```

The value obtained for the orbital gap is 9.76 eV.



(8)
C56H85Cl3NO27PS | wB97M-V/def2-TZVPD

XYZ file:
```
174
Properties=species:S:1:pos:R:3
C -2.456 -6.182 3.909
C -3.384 -4.923 3.435
O -2.562 -3.749 3.590
C -2.830 -2.701 2.677
C -1.544 -1.809 2.204
C -0.995 -0.762 3.301
C -2.091 -0.524 4.425
Cl -2.401 -1.595 5.895
C -3.025 0.563 4.363
C -4.145 0.797 5.515
Cl -3.103 1.778 3.008
C 0.555 -0.889 3.809
C 1.419 -0.014 2.766
C 2.983 -0.161 2.689
C 3.486 -0.750 1.246
C 4.353 0.374 0.440
C 4.529 -1.992 1.461
C 0.805 -0.591 5.348
C 2.337 -0.761 5.875
C 0.322 0.780 5.996
C 0.024 2.024 5.046
S 0.972 -2.695 3.459
O 2.439 -3.032 3.709
O 0.235 -3.657 4.338
O 0.818 -2.844 1.828
C -0.508 -2.572 1.273
C -0.212 -1.967 -0.187
C -0.557 -0.444 -0.487
C 0.521 0.364 -1.332
O 1.731 0.072 -1.474
N 0.027 1.629 -1.977
C -0.300 1.232 -3.364
C 0.878 1.027 -4.344
C 0.561 0.580 -5.790
C -0.923 0.344 -6.161
C -2.103 0.563 -5.184
C -1.796 1.018 -3.738
P -0.993 -4.424 0.880
O 0.418 -5.072 0.089
Cl -2.528 -4.576 -0.533
H -2.818 -6.661 4.874
H -2.339 -6.926 3.037
H -1.391 -5.775 4.096
H -3.703 -5.169 2.370
H -4.235 -4.874 4.195
H -3.304 -3.173 1.724
H -3.717 -2.033 3.018
H -2.155 -1.141 1.467
H -0.967 0.257 2.744
H -4.746 -0.163 5.631
H -4.880 1.626 5.205
H -3.617 1.126 6.488
H 1.008 -0.311 1.723
H 1.174 1.117 2.806
H 3.454 0.898 2.726
H 3.535 -0.771 3.464
H 2.637 -1.177 0.621
H 5.436 0.374 0.848
H 4.382 0.089 -0.672
H 3.845 1.380 0.609
H 4.068 -3.000 1.190
H 5.416 -1.846 0.732
H 4.974 -2.022 2.510
H 0.289 -1.449 5.931
H 3.070 -0.032 5.398
H 2.318 -0.468 6.998
H 2.691 -1.847 5.904
H 0.990 1.195 6.842
H -0.678 0.547 6.538
H -0.623 1.829 4.134
H 1.032 2.489 4.731
H -0.512 2.831 5.678
H -0.696 -2.568 -1.051
H 0.921 -2.075 -0.416
H -1.537 -0.416 -1.104
H -0.798 0.182 0.456
H 0.795 2.319 -1.935
H 1.931 1.220 -3.952
H 1.447 0.422 -6.494
H -1.147 -0.016 -7.223
H -3.197 0.415 -5.477
H -2.572 1.213 -2.920
H 0.285 -4.790 -0.856
C 3.112 7.383 -3.365
C 2.268 6.177 -3.010
C 1.935 6.074 -1.552
O 1.739 4.673 -1.388
C 2.501 4.061 -2.338
O 2.717 2.880 -2.376
O 2.986 4.963 -3.234
H 3.464 7.311 -4.397
H 2.542 8.307 -3.251
H 4.003 7.441 -2.734
H 1.367 6.154 -3.633
H 1.031 6.625 -1.288
H 2.751 6.388 -0.893
C -5.176 3.562 -5.040
C -4.491 4.785 -4.470
C -4.216 5.857 -5.484
O -3.096 6.527 -4.914
C -2.441 5.607 -4.152
O -1.356 5.775 -3.672
O -3.179 4.471 -4.010
H -5.192 2.756 -4.301
H -6.202 3.789 -5.335
H -4.638 3.177 -5.910
H -5.061 5.171 -3.618
H -5.056 6.542 -5.610
H -3.922 5.467 -6.464
C 1.227 6.646 7.973
C 0.367 5.453 8.331
C 0.015 5.370 9.788
O -0.196 3.973 9.965
C 0.571 3.342 9.032
O 0.778 2.164 9.008
O 1.075 4.233 8.129
H 1.590 6.559 6.946
H 0.664 7.577 8.070
H 2.110 6.703 8.614
H -0.527 5.431 7.698
H -0.887 5.933 10.034
H 0.826 5.684 10.452
C -0.839 9.478 -5.398
C -0.149 10.694 -4.819
C 0.139 11.770 -5.824
O 1.260 12.429 -5.244
C 1.907 11.501 -4.484
O 2.989 11.657 -3.998
O 1.159 10.367 -4.354
H -0.864 8.668 -4.664
H -1.863 9.714 -5.697
H -0.300 9.094 -6.268
H -0.720 11.079 -3.967
H -0.696 12.462 -5.948
H 0.434 11.385 -6.805
C 3.540 -3.339 -3.225
C 3.820 -3.220 -4.708
C 2.941 -2.232 -5.416
O 2.937 -2.737 -6.749
C 3.145 -4.080 -6.655
O 3.022 -4.851 -7.564
O 3.508 -4.433 -5.389
H 4.084 -4.187 -2.802
H 3.836 -2.430 -2.696
H 2.478 -3.522 -3.037
H 4.882 -3.007 -4.872
H 3.343 -1.218 -5.387
H 1.911 -2.220 -5.048
C 1.014 -7.399 -7.932
C -0.499 -7.420 -7.922
C -1.128 -6.070 -8.097
O -2.385 -6.239 -7.450
C -2.207 -7.201 -6.500
O -3.005 -7.468 -5.649
O -0.998 -7.815 -6.646
H 1.411 -8.372 -7.631
H 1.396 -7.155 -8.926
H 1.404 -6.668 -7.221
H -0.869 -8.138 -8.664
H -1.265 -5.803 -9.147
H -0.585 -5.265 -7.592
C -0.388 -10.285 6.670
C -1.743 -10.542 6.048
C -1.690 -11.333 4.774
O -2.875 -10.910 4.109
C -3.140 -9.648 4.553
O -3.957 -8.918 4.073
O -2.347 -9.326 5.616
H -0.475 -9.567 7.489
H 0.048 -11.210 7.056
H 0.304 -9.850 5.944
H -2.412 -11.006 6.783
H -1.707 -12.411 4.947
H -0.832 -11.085 4.141
```

The value obtained for the orbital gap is 8.56 eV.



(9)
C23H48BClFN2O6S | wB97M-V/def2-TZVPD

XYZ file:
```
83
Properties=species:S:1:pos:R:3
C -0.272 -3.502 1.800
C -1.005 -3.082 0.945
C -1.957 -2.647 -0.086
C -2.988 -3.812 -0.154
C -2.406 -5.053 -0.809
F -4.140 -3.412 -0.783
O -1.444 -2.594 -1.367
B -1.838 -1.364 -2.111
C -0.431 -0.503 -2.285
C 0.773 -1.404 -2.604
C 1.706 -1.691 -1.425
C 2.307 -0.414 -0.831
S 2.670 -0.619 0.919
O 1.498 -0.631 1.719
O 3.474 -1.780 1.094
Cl 3.767 1.082 1.361
O -2.861 -0.793 -1.177
C -2.655 -1.249 0.109
C -1.803 -0.133 0.829
O -2.077 1.122 0.234
O -1.015 2.015 0.485
H 0.518 -4.002 2.283
H -3.260 -4.096 0.868
H -1.334 -4.957 -0.932
H -2.568 -5.933 -0.190
H -2.850 -5.210 -1.787
H -2.465 -1.509 -3.150
H -0.248 0.185 -1.456
H -0.569 0.145 -3.161
H 0.459 -2.360 -3.015
H 1.392 -0.922 -3.369
H 2.542 -2.275 -1.802
H 1.225 -2.261 -0.632
H 3.271 -0.189 -1.280
H 1.681 0.471 -0.921
H -3.565 -1.319 0.709
H -0.738 -0.384 0.819
H -2.091 -0.046 1.883
H -0.184 1.542 0.326
C -5.217 1.157 -1.902
C -5.963 0.104 -2.700
N -7.388 0.379 -2.845
C -8.147 -0.754 -3.338
C -7.843 -1.267 -4.751
C -7.727 1.663 -3.423
C -7.167 2.001 -4.812
H -5.685 1.317 -0.927
H -4.193 0.824 -1.733
H -5.169 2.116 -2.426
H -5.847 -0.847 -2.175
H -5.466 -0.018 -3.674
H -9.215 -0.522 -3.268
H -7.991 -1.582 -2.639
H -8.234 -0.599 -5.519
H -8.325 -2.237 -4.900
H -6.775 -1.405 -4.917
H -7.397 2.443 -2.731
H -8.817 1.764 -3.446
H -6.106 1.765 -4.897
H -7.278 3.072 -5.000
H -7.702 1.482 -5.607
C 6.189 0.712 3.692
C 7.263 1.739 3.366
N 7.255 2.882 4.260
C 8.061 3.992 3.786
C 9.575 3.783 3.660
C 7.367 2.579 5.675
C 8.590 1.782 6.146
H 5.205 1.175 3.732
H 6.166 -0.057 2.919
H 6.377 0.210 4.643
H 7.082 2.097 2.349
H 8.242 1.234 3.347
H 7.876 4.861 4.425
H 7.678 4.280 2.801
H 10.065 3.768 4.633
H 10.013 4.611 3.098
H 9.822 2.863 3.130
H 6.472 2.029 5.974
H 7.312 3.513 6.240
H 8.790 0.917 5.512
H 8.413 1.408 7.158
H 9.489 2.396 6.188
```

The value obtained for the orbital gap is 6.96 eV. Its charge is -1.



Across the entries above, relative energy (zero: lowest compared OMol25 entry of this formula, charge and spin) takes the values 150.20, 85.27, 157.64, 987.24, 168.95, 179.09, 0.00, 939.34, 72.27 kJ/mol, respectively.